1.
# C8H8

A cluster of 2 separate species, C8H8 in total (ωB97M-V/def2-TZVPD, the OMol25 dataset).

Atoms and positions in Å:
C: -0.86 -1.63 -0.99
H: 0.83 0.51 1.23
H: -0.51 -0.43 -2.79
C: -0.68 0.89 0.37
C: -0.60 -0.40 -1.71
H: -1.43 0.09 2.22
H: 3.97 1.26 0.84
H: -0.37 1.90 0.98
C: 1.81 1.02 1.03
C: 2.99 1.09 0.76
C: -1.09 -1.52 0.40
H: -1.06 -2.38 1.18
H: 0.03 1.63 -1.59
C: -0.49 0.79 -1.08
C: -1.14 -0.23 1.13
H: -1.08 -2.58 -1.52

Output
LUMO energy	0.0313	Eh
gap between HOMO and LUMO	9.95	eV
structure (SMILES)	c1ccccc1.C#C
spin multiplicity	1
E_HOMO	-9.10	eV

***

2.
# C8H8AuN2S2Se2Te2

A structure of composition C8H8AuN2S2Se2Te2 (ωB97M-V/def2-TZVPD, the OMol25 dataset).

Atoms and positions in Å:
H: 3.68 -2.62 0.88
H: -2.62 2.50 -0.89
S: 0.08 4.53 0.00
C: 1.57 3.72 0.00
Te: -4.42 -2.19 0.00
Te: -2.45 -4.23 0.00
Se: -3.12 -0.23 0.00
C: 3.15 -0.74 0.00
C: -2.25 3.01 0.00
C: 2.42 1.36 0.00
C: 3.75 1.60 0.00
S: 4.61 0.14 0.00
N: 0.04 2.00 0.00
H: 3.68 -2.62 -0.88
Au: -0.35 -0.35 0.00
C: -0.75 3.05 0.00
N: 2.08 0.01 0.00
C: 3.17 -2.24 0.00
H: -2.61 2.50 0.89
H: 2.16 -2.62 0.00
H: 2.51 4.25 0.00
H: -2.67 4.02 0.00
H: 4.26 2.55 0.00
C: 1.37 2.38 0.00
Se: -0.43 -3.01 0.00

Output
<S²>	2.012
LUMO energy (spin up / spin down)	-0.1497 / -0.2171	Eh
gap between HOMO and LUMO (spin up / spin down)	6.99 / 5.04	eV
spin multiplicity	3
E_HOMO (spin up / spin down)	-11.06 / -10.95	eV
net charge	+1

***

3.
# C8H8BrN2O2

The ion C8H8BrN2O2 with charge -1 (ωB97M-V/def2-TZVPD, the OMol25 dataset).

Atoms and positions in Å:
H: -2.46 1.53 0.65
Br: 1.79 2.04 0.31
C: 2.90 -1.01 -0.09
N: -0.46 1.57 -2.61
C: 0.92 0.34 0.42
H: 0.80 0.03 1.39
H: 1.29 -0.73 -1.45
H: -1.81 -0.90 0.99
H: -1.46 -1.25 -0.76
C: 0.89 -2.25 0.17
O: 0.77 -3.10 -0.68
H: -1.14 2.91 0.33
C: 1.55 -0.72 -0.44
C: -1.32 1.79 0.73
H: -2.64 -0.15 -0.56
C: -1.73 -0.43 -0.14
O: 0.61 -2.17 1.36
C: -0.72 0.75 -0.21
H: -1.22 1.67 1.88
C: -0.55 1.24 -1.50
N: 3.97 -1.17 0.22

Output
LUMO energy	0.1082	Eh
gap between HOMO and LUMO	7.95	eV
structure (SMILES)	CC(C)(C#N)[C@H](Br)[C@@H](C#N)C(=O)[O-]
spin multiplicity	1
E_HOMO	-5.01	eV
net charge	-1

***

4.
# C8H8BrNO3

An isolated molecule of C8H8BrNO3 (ωB97M-V/def2-TZVPD, the OMol25 dataset).

Atoms and positions in Å:
N: -0.01 2.14 -0.75
C: 1.37 -0.78 -1.07
O: 1.28 1.70 -0.86
C: 1.66 0.52 -0.35
C: -0.64 -1.01 -0.16
C: -2.09 2.28 0.33
O: 2.56 -2.49 0.21
H: -2.94 1.60 0.38
C: -0.57 0.26 0.65
H: 0.15 -2.14 1.58
H: -0.75 0.16 1.71
Br: 3.25 0.63 0.65
H: -1.68 -1.28 -0.39
H: 1.97 -0.90 -1.98
C: 1.54 -1.93 -0.06
H: -2.25 3.03 -0.43
H: -0.20 -3.12 0.15
H: -1.98 2.77 1.30
C: 0.15 -2.15 0.49
C: -0.83 1.52 0.02
O: 0.01 -0.82 -1.42

Output
LUMO energy (spin up / spin down)	-0.0133 / -0.0133	Eh
gap between HOMO and LUMO (spin up / spin down)	8.18 / 8.18	eV
spin multiplicity	1
E_HOMO (spin up / spin down)	-8.54 / -8.54	eV

***

5.
# C8H8Cl4F12MgO12S4

A structure of composition C8H8Cl4F12MgO12S4 (ωB97M-V/def2-TZVPD, the OMol25 dataset).

Atoms and positions in Å:
O: -0.96 3.67 -0.84
F: 3.19 0.94 -3.39
F: -3.65 4.06 0.63
O: 1.36 -1.51 -0.09
O: -3.00 -1.15 -2.57
H: 0.92 3.19 -0.07
C: 3.84 -2.26 -0.26
F: -3.23 -3.62 0.28
H: -0.57 -3.05 4.95
O: 1.89 -3.15 -1.79
O: -1.09 1.40 -0.02
Mg: -0.03 -0.24 -0.25
H: 2.54 3.71 -0.19
Cl: -0.32 -0.74 2.19
C: -2.78 3.10 0.98
Cl: -2.52 -1.73 5.01
F: 4.59 -3.31 -0.67
S: -2.32 -2.14 -1.76
O: -1.85 -3.34 -2.42
F: -4.68 -3.22 -1.28
Cl: 0.66 2.57 2.77
C: -3.68 -2.69 -0.58
H: 2.88 3.44 2.31
O: -0.51 1.24 -4.06
H: 0.02 -2.97 2.70
H: -1.71 -2.67 2.50
C: 2.08 1.62 -3.71
O: 1.93 -3.80 0.59
F: 2.03 2.69 -2.92
O: 1.00 -0.72 -4.23
C: 1.89 3.46 1.86
H: -0.15 -1.39 4.81
C: 1.90 3.05 0.40
S: 2.04 -2.76 -0.42
O: -1.37 -1.55 -0.79
O: 0.52 0.31 -2.06
F: -1.97 3.62 1.91
F: 4.19 -1.98 1.00
Cl: 2.34 1.35 0.16
S: 0.59 0.47 -3.53
C: -0.80 -2.29 2.94
O: -2.85 2.27 -1.51
F: 2.17 2.02 -4.98
F: -4.13 -1.66 0.13
H: 1.61 4.52 1.91
C: -0.86 -2.12 4.44
F: 4.17 -1.23 -1.05
S: -1.83 2.55 -0.53
F: -3.48 2.10 1.50

Output
LUMO energy	0.1445	Eh
gap between HOMO and LUMO	8.36	eV
spin multiplicity	1
E_HOMO	-4.42	eV
net charge	-2

***

6.
# C8H8ClFN2O3

An isolated molecule of C8H8ClFN2O3 (ωB97M-V/def2-TZVPD, the OMol25 dataset).

Atoms and positions in Å:
F: 3.72 -1.76 -0.25
N: 0.02 -1.34 -0.01
H: -0.36 -2.24 0.28
H: -2.85 -1.12 0.50
H: 0.91 2.45 -0.07
C: 2.33 -0.51 1.17
C: -0.80 -0.35 -0.17
C: 2.82 0.14 -1.15
N: 2.35 -1.40 2.29
C: 2.95 -0.70 -0.02
C: 1.53 0.79 1.29
C: 0.90 1.35 -0.03
H: 2.24 1.59 1.53
O: 1.39 -1.32 3.06
H: 3.37 -0.31 -1.98
O: 3.31 -2.16 2.35
H: -2.66 -0.81 -1.32
O: -0.44 0.93 -0.13
H: 0.65 0.76 1.87
C: 1.80 1.04 -1.17
C: -2.29 -0.42 -0.23
H: -2.60 0.59 -0.05
Cl: 1.38 1.75 -2.65

Output
LUMO energy (spin up / spin down)	-0.0292 / -0.0292	Eh
gap between HOMO and LUMO (spin up / spin down)	8.11 / 8.11	eV
structure (SMILES)	[H]/N=C(\C)O[C@H]1CC([N+](=O)[O-])=C(F)C=C1Cl
spin multiplicity	1
E_HOMO (spin up / spin down)	-8.91 / -8.91	eV

***

7.
# C8H8ClN5

An isolated molecule of C8H8ClN5 (ωB97M-V/def2-TZVPD, the OMol25 dataset).

Atoms and positions in Å:
C: 1.99 -0.58 0.71
H: -2.43 0.56 0.32
C: 2.13 -1.35 1.85
H: 2.96 -1.21 2.52
N: -0.01 -1.75 0.11
C: 1.17 -2.36 2.11
C: -2.06 1.42 -0.22
C: 0.13 -2.56 1.20
C: -0.63 0.19 -1.88
H: -0.53 0.28 -2.99
H: -0.60 -3.34 1.31
N: -1.25 1.39 -1.31
N: -0.96 2.67 -1.69
H: 2.73 0.17 0.42
C: 0.90 -0.78 -0.13
H: -1.27 -0.66 -1.71
H: -1.58 4.46 -0.79
Cl: 1.34 -3.40 3.49
H: 1.27 0.85 -1.33
N: -2.36 2.62 0.09
N: 0.69 0.02 -1.25
C: -1.62 3.38 -0.82

Output
LUMO energy	0.0223	Eh
gap between HOMO and LUMO	9.19	eV
structure (SMILES)	Clc1ccc(NCn2cncn2)nc1
spin multiplicity	1
E_HOMO	-8.59	eV

***

8.
# C8H8ClOP

An isolated molecule of C8H8ClOP (ωB97M-V/def2-TZVPD, the OMol25 dataset).

Atoms and positions in Å:
C: -0.91 -0.64 0.76
H: -2.58 -0.56 2.10
C: -0.33 1.91 1.93
C: 0.52 1.37 1.02
C: -1.67 -0.10 1.74
H: -0.90 -1.50 0.22
H: -0.06 -2.33 -2.08
O: 2.37 0.47 -1.27
H: -2.06 1.28 3.12
C: 0.37 -0.74 -3.22
Cl: 2.52 -2.05 0.05
C: 0.52 -1.39 -2.06
C: -1.42 1.12 2.30
H: 0.67 0.22 -3.49
C: 0.22 0.11 0.49
H: 1.43 1.94 0.75
H: 0.18 -1.44 -3.95
H: -0.26 2.88 2.31
P: 1.38 -0.55 -0.71

Output
LUMO energy	0.0105	Eh
gap between HOMO and LUMO	10.11	eV
structure (SMILES)	C=C[P@](=O)(Cl)c1ccccc1
spin multiplicity	1
E_HOMO	-9.83	eV

***

9.
# C8H8CrFO18

A structure of composition C8H8CrFO18 (ωB97M-V/def2-TZVPD, the OMol25 dataset).

Atoms and positions in Å:
H: -1.14 -16.83 -28.37
O: -7.79 -15.36 -24.22
H: -7.31 -13.30 -28.49
O: -5.43 -14.01 -27.87
H: -3.41 -17.59 -21.03
O: -6.91 -13.10 -29.34
O: -4.07 -17.07 -26.26
C: -4.42 -18.10 -25.70
C: -5.66 -13.37 -28.94
O: -3.74 -18.48 -24.65
O: -1.44 -16.00 -22.75
H: -3.19 -16.05 -20.22
H: -2.24 -10.32 -26.55
Cr: -4.01 -14.85 -26.41
H: -1.01 -16.01 -20.78
O: -0.81 -16.11 -28.91
O: -4.74 -12.88 -29.66
C: -3.14 -11.62 -26.43
O: -5.83 -14.94 -25.08
C: -6.94 -15.55 -25.24
O: -3.39 -12.77 -25.92
F: -1.06 -17.87 -21.57
O: -2.89 -11.60 -27.66
C: -1.54 -16.66 -21.47
O: -2.28 -15.30 -27.48
O: -2.82 -10.49 -25.80
O: -1.80 -14.11 -29.18
O: -7.28 -16.31 -26.16
C: -2.98 -16.59 -21.14
O: -5.39 -18.77 -26.11
H: -8.55 -15.79 -24.62
C: -2.70 -15.63 -23.15
C: -1.63 -15.15 -28.49
O: -2.74 -14.99 -24.19
O: -3.63 -16.01 -22.28
H: -4.35 -19.20 -24.47

Output
<S²>	8.762
LUMO energy (spin up / spin down)	0.1525 / 0.0750	Eh
gap between HOMO and LUMO (spin up / spin down)	5.78 / 4.03	eV
spin multiplicity	6
E_HOMO (spin up / spin down)	-1.63 / -1.99	eV
net charge	-2

***

10.
# C8H8EuNO6

A structure of composition C8H8EuNO6 (ωB97M-V/def2-TZVPD, the OMol25 dataset).

Atoms and positions in Å:
O: -3.84 -0.07 -2.85
H: -1.74 -0.27 3.09
H: -1.04 1.38 3.11
O: 3.04 0.01 -2.85
C: -0.88 0.33 3.43
C: 0.54 -0.22 1.55
Eu: -0.41 0.37 -1.53
C: -0.39 -1.84 -2.63
H: -0.21 0.72 -4.06
C: 1.92 0.19 -2.68
N: 0.38 -0.19 2.86
C: 1.47 -0.66 3.74
H: 2.38 -0.09 3.56
O: -0.30 4.07 -2.25
C: -0.35 -0.41 -4.32
H: -0.77 0.27 4.52
H: 1.69 -1.72 3.55
O: -0.42 -0.97 -5.34
C: -0.37 2.92 -2.26
C: -2.73 0.16 -2.66
O: -0.34 0.17 0.72
H: 1.50 -0.60 1.21
O: -0.31 -3.00 -2.69
H: 1.16 -0.54 4.78

Output
<S²>	16.070
LUMO energy (spin up / spin down)	-0.1619 / -0.1580	Eh
gap between HOMO and LUMO (spin up / spin down)	4.76 / 5.63	eV
spin multiplicity	8
E_HOMO (spin up / spin down)	-9.16 / -9.93	eV
net charge	+1

***

11.
# C8H8F3NO2

An isolated molecule of C8H8F3NO2 (ωB97M-V/def2-TZVPD, the OMol25 dataset).

Atoms and positions in Å:
N: -0.22 2.04 0.99
H: -2.06 -2.87 -0.65
H: 0.91 -0.44 1.57
F: 2.39 0.86 -1.04
C: -1.81 2.28 -0.57
F: 2.56 1.27 1.13
O: -0.59 -1.97 0.25
C: -1.09 1.12 -0.90
C: -0.11 0.97 0.06
H: -0.39 -3.63 -1.16
H: -2.53 2.60 -1.21
C: -1.10 -3.19 -0.38
O: 1.33 -2.10 -0.87
C: 0.61 -1.59 -0.08
H: 0.51 2.01 1.75
H: -1.26 0.61 -1.84
F: 3.42 -0.46 0.34
C: 2.31 0.32 0.15
C: 0.98 -0.25 0.50
H: -1.28 -4.07 0.42
H: -1.39 3.65 1.04
C: -1.18 2.85 0.50

Output
<S²>	2.009
LUMO energy (spin up / spin down)	0.0289 / -0.0658	Eh
gap between HOMO and LUMO (spin up / spin down)	5.04 / 7.69	eV
spin multiplicity	3
E_HOMO (spin up / spin down)	-4.25 / -9.48	eV